one) The following is a quantum chemistry calculation of 3 unconnected molecules or ions with the total composition C3H14NO2, from the OMol25 dataset.

The geometry in XYZ format:
```
20
Properties=species:S:1:pos:R:3:mulliken_charge:R:1
C -0.958 0.088 0.569 -0.641
C -0.761 -0.841 -0.695 -0.187
C -2.065 -1.404 -1.171 -1.358
N 0.390 0.785 0.961 -0.229
H -1.358 -0.525 1.395 0.370
H -1.682 0.881 0.294 0.369
H -0.282 -0.274 -1.525 0.289
H -0.069 -1.604 -0.375 0.347
H -2.739 -0.627 -1.663 0.309
H -2.697 -1.867 -0.416 0.351
H -1.981 -2.173 -1.872 0.403
H 0.726 1.407 0.110 0.347
H 1.099 0.020 0.983 0.315
H 0.421 1.312 1.888 0.379
H 2.431 -2.042 1.876 0.311
H 3.484 -0.959 2.197 0.306
O 2.694 -1.166 1.697 -0.647
H 0.404 2.978 -1.769 0.330
H 1.905 3.097 -1.430 0.336
O 1.038 2.915 -1.057 -0.699
```

Spin multiplicity = 1
LUMO = -2.99 eV
Net charge = +1
HOMO energy = -15.619 eV
Orbital gap = 12.63 eV

***

two) The following is a quantum chemistry calculation of 3 unconnected molecules or ions with the total composition C3H14NO2, from the OMol25 dataset.

The geometry in XYZ format:
```
20
Properties=species:S:1:pos:R:3:mulliken_charge:R:1
C -1.131 0.379 -0.443 -0.480
C 0.287 0.722 -0.939 -0.107
C 0.154 1.395 -2.373 -1.369
N -0.999 -0.359 0.944 -0.284
H -1.838 1.167 -0.202 0.365
H -1.646 -0.330 -1.135 0.303
H 1.000 -0.117 -1.169 0.208
H 0.770 1.424 -0.242 0.267
H -0.474 0.842 -3.077 0.374
H -0.263 2.303 -2.174 0.412
H 1.151 1.613 -2.859 0.335
H -0.519 -1.304 0.781 0.388
H -0.237 -0.086 1.650 0.249
H -1.898 -0.535 1.523 0.406
H 1.086 1.356 3.500 0.325
H 1.803 0.998 2.123 0.320
O 0.949 0.877 2.624 -0.681
H 0.040 -3.302 -0.912 0.296
H 1.322 -2.690 -0.072 0.307
O 0.406 -2.603 -0.351 -0.633
```

Spin multiplicity = 1
LUMO = -3.03 eV
Net charge = +1
HOMO energy = -15.342 eV
Orbital gap = 12.32 eV

***

Need the numbers? Relative energies in hartree: one) 0.0000; two) 0.0196.

***

one) The following is a quantum chemistry calculation of a molecular structure, C2H8O4, from the OMol25 dataset.

The geometry in XYZ format:
```
14
Properties=species:S:1:pos:R:3:mulliken_charge:R:1
O 0.445 -0.825 -0.947 -0.359
C 0.360 -0.622 0.364 0.294
O 1.644 -0.045 0.815 -0.407
C -0.802 0.368 0.840 -0.723
H 0.263 -1.534 0.986 0.347
H -0.726 0.565 1.925 0.329
H -1.769 0.028 0.305 0.298
H -0.581 1.334 0.371 0.297
H 2.670 2.182 -0.774 0.265
H 1.868 0.772 0.131 0.477
O 1.835 1.714 -0.664 -0.660
H -2.705 -1.665 -1.287 0.213
H -0.498 -1.125 -1.212 0.425
O -2.005 -1.147 -0.856 -0.796
```

Spin multiplicity = 1
LUMO = -5.30 eV
HOMO energy = -9.798 eV
Orbital gap = 4.49 eV

***

two) The following is a quantum chemistry calculation of 3 unconnected molecules or ions with the total composition C2H8O4, from the OMol25 dataset.

The geometry in XYZ format:
```
14
Properties=species:S:1:pos:R:3:mulliken_charge:R:1
C -0.432 2.020 -0.042 -0.997
C -0.521 0.623 -0.542 0.789
O -1.056 -0.330 -0.014 -0.564
O -0.139 0.481 -1.832 -0.457
H -1.176 2.691 -0.464 0.283
H 0.482 2.511 -0.348 0.317
H -0.472 1.876 1.039 0.297
H -0.328 -0.415 -2.149 0.341
O 0.080 -2.751 -1.681 -0.662
H -0.515 -2.423 -0.994 0.333
H 0.939 -2.757 -1.254 0.321
O 0.867 -0.239 2.900 -0.627
H 1.817 -0.237 2.783 0.311
H 0.454 -1.049 2.598 0.314
```

Spin multiplicity = 1
LUMO = 0.49 eV
HOMO energy = -10.707 eV
Orbital gap = 11.19 eV

***

Need the numbers? Relative energies in hartree: one) 0.3317; two) 0.0000.

***

one) The following is a quantum chemistry calculation of a molecular structure, C23H29NO6, from the OMol25 dataset.

The geometry in XYZ format:
```
59
Properties=species:S:1:pos:R:3:mulliken_charge:R:1
C 3.906 -2.504 -2.404 -2.599
C 2.726 -1.550 -2.259 1.176
C 1.802 -1.912 -1.438 0.846
C 0.591 -0.968 -1.156 0.389
C 0.530 0.358 -1.876 -0.007
C -0.542 1.057 -1.839 0.826
C -1.714 0.744 -0.975 -0.390
C -1.437 -0.198 -0.174 -0.915
C -0.413 -1.141 -0.158 0.636
O -0.487 -2.224 0.589 -0.484
C -1.341 -2.597 1.554 -1.173
C -1.591 -1.343 2.668 0.708
O -2.962 -0.844 2.900 -0.773
N -0.604 -0.833 3.073 0.479
C 0.783 -1.025 2.920 -0.670
H 1.016 -0.745 2.031 0.664
C 1.412 -0.696 4.075 -0.992
H 1.102 -1.293 5.007 0.235
C 1.708 0.802 4.200 -0.058
O 2.663 1.268 3.679 -0.402
H 2.663 1.339 2.789 0.326
C 0.251 1.172 3.912 -0.131
C -0.811 0.263 3.978 -0.878
H -1.891 0.623 3.756 0.443
H -0.664 0.137 5.059 0.258
H 0.349 1.679 2.708 0.002
H -0.129 2.382 4.435 0.167
H 1.895 0.935 5.313 0.281
H 2.517 -1.179 3.998 0.351
H 0.714 -2.243 2.687 0.288
H -1.116 -3.398 2.046 0.804
H -2.405 -2.517 1.082 0.296
H -2.353 -0.421 0.397 0.392
O -2.682 1.729 -0.908 -0.373
C -2.798 2.698 -1.905 1.669
C -3.216 1.932 -3.292 -1.491
H -3.335 2.946 -3.990 0.269
H -4.488 1.459 -3.031 0.222
H -2.733 1.182 -3.553 0.660
C -3.644 3.517 -1.264 -1.938
H -4.091 4.403 -2.145 0.231
H -3.326 3.872 -0.372 0.566
H -4.672 3.166 -0.945 0.374
C -1.516 3.366 -2.173 -1.400
C -0.288 2.298 -2.654 -1.572
H -0.652 2.122 -3.934 0.222
H 0.509 2.750 -2.803 0.927
H -1.162 3.840 -1.419 0.708
H -1.385 4.175 -2.989 0.343
O 1.645 0.317 -2.652 -0.503
C 2.781 -0.343 -2.907 0.647
O 3.649 0.041 -3.652 -0.684
C 1.844 -3.133 -0.711 -1.057
H 0.669 -3.761 -0.709 0.122
H 1.789 -3.088 0.404 0.161
H 2.500 -4.082 -1.012 0.290
H 3.679 -3.311 -2.765 0.672
H 4.611 -1.979 -2.933 0.478
H 4.537 -2.718 -1.453 0.363
```

Spin multiplicity = 1
LUMO = 0.06 eV
HOMO energy = -8.225 eV
Orbital gap = 8.29 eV

***

two) The following is a quantum chemistry calculation of a single C23H29NO6 molecule, from the OMol25 dataset.

The geometry in XYZ format:
```
59
Properties=species:S:1:pos:R:3:mulliken_charge:R:1
C -1.382 -2.483 2.449 -0.478
O -2.226 -2.571 1.315 -0.547
C -1.881 -1.838 0.205 -0.130
C -2.873 -1.028 -0.328 -0.082
C -2.635 -0.269 -1.463 0.368
C -3.697 0.654 -1.995 -1.412
C -3.463 2.090 -1.483 -0.431
C -3.281 2.028 0.015 0.412
O -4.157 1.956 0.831 -0.606
O -1.974 2.007 0.318 -0.211
C -1.620 1.801 1.680 -0.562
C -0.115 1.532 1.813 0.247
O 0.448 1.697 2.872 -0.694
N 0.447 1.100 0.670 0.973
C 1.828 0.947 0.393 0.265
C 2.649 0.118 1.159 0.880
C 2.103 -0.697 2.287 -1.810
C 3.992 0.021 0.818 -1.027
C 4.526 0.698 -0.266 0.702
C 5.982 0.590 -0.603 -1.640
C 3.681 1.490 -1.032 -1.129
C 2.340 1.627 -0.717 1.299
C 1.443 2.482 -1.563 -1.623
C -1.378 -0.310 -2.034 0.122
C -0.363 -1.131 -1.535 -0.316
O 0.800 -1.036 -2.228 -0.402
C 1.940 -1.792 -1.878 -0.599
C -0.624 -1.932 -0.414 0.849
O 0.328 -2.815 0.081 -0.468
C 0.008 -4.178 -0.133 -1.002
H -0.419 -2.975 2.296 0.198
H -1.922 -2.987 3.249 0.350
H -1.209 -1.439 2.730 0.098
H -3.831 -1.003 0.168 0.406
H -3.685 0.662 -3.086 0.385
H -4.677 0.315 -1.656 0.373
H -4.325 2.713 -1.721 0.461
H -2.563 2.507 -1.933 0.258
H -2.187 0.953 2.082 0.233
H -1.873 2.683 2.278 0.473
H -0.150 1.118 -0.148 -0.209
H 1.713 -0.051 3.071 0.357
H 1.288 -1.322 1.927 0.248
H 2.876 -1.335 2.707 0.419
H 4.634 -0.614 1.412 0.377
H 6.527 1.426 -0.163 0.310
H 6.405 -0.331 -0.211 0.386
H 6.135 0.621 -1.679 0.390
H 4.078 2.017 -1.888 0.388
H 0.856 3.163 -0.947 0.314
H 2.031 3.068 -2.264 0.463
H 0.758 1.856 -2.134 0.223
H -1.152 0.275 -2.913 0.492
H 2.219 -1.647 -0.834 0.053
H 2.735 -1.414 -2.521 0.270
H 1.792 -2.857 -2.077 0.340
H -0.018 -4.410 -1.204 0.349
H 0.801 -4.750 0.344 0.293
H -0.957 -4.444 0.307 0.356
```

Spin multiplicity = 1
LUMO = 0.69 eV
HOMO energy = -8.443 eV
Orbital gap = 9.14 eV

***

Need the numbers? Relative energies in hartree: one) 0.7686; two) 0.0000.

***

one) The following is a quantum chemistry calculation of 2 unconnected molecules or ions with the total composition C2HF2I2N, from the OMol25 dataset.

The geometry in XYZ format:
```
8
Properties=species:S:1:pos:R:3:mulliken_charge:R:1
C -2.103 -1.124 -0.152 -0.090
C 1.015 1.268 -0.234 0.031
N -1.000 -1.328 0.039 -0.255
F 1.204 1.744 0.975 -0.136
F 1.665 2.141 -0.947 -0.119
I -4.036 -0.759 -0.108 0.314
I 2.367 -0.855 -0.103 -0.031
H 0.887 -1.087 0.532 0.287
```

Spin multiplicity = 1
LUMO = -0.35 eV
HOMO energy = -8.447 eV
Orbital gap = 8.09 eV

***

two) The following is a quantum chemistry calculation of a molecular structure, C2HF2I2N, from the OMol25 dataset.

The geometry in XYZ format:
```
8
Properties=species:S:1:pos:R:3:mulliken_charge:R:1
C -0.342 0.084 -0.222 -0.624
C -0.732 -0.304 -1.436 0.820
N 1.378 0.406 1.935 -0.705
F -0.131 -1.279 -2.181 -0.213
F -1.598 0.280 -2.194 -0.178
I -1.034 1.816 0.703 0.190
I 1.532 -0.889 0.585 0.490
H 0.926 -0.114 2.809 0.219
```

Spin multiplicity = 1
LUMO = -0.93 eV
HOMO energy = -8.861 eV
Orbital gap = 7.93 eV

***

Need the numbers? Relative energies in hartree: one) 0.0000; two) 0.0421.